Here is C64H148AsF6N2O2P3 as an isolated structure at a distorted geometry from OMol25. Energies are from ωB97M-V with the def2-TZVPD basis set.

Geometry as ORCA input:
```
! RIJCOSX wB97M-V def2-TZVPD def2/J DEFGRID3
* xyz 5 2
As -13.223 -30.332 34.816
P -16.316 -36.598 28.825
P -10.133 -26.551 37.675
P -17.155 -27.743 32.014
F -14.782 -29.633 35.317
F -13.188 -31.405 36.253
F -11.704 -31.018 34.202
F -14.067 -31.678 33.834
F -12.306 -29.101 35.628
F -13.353 -29.343 33.237
O -15.916 -31.800 38.627
O -9.242 -37.523 33.330
N -10.210 -34.999 32.339
N -13.424 -33.098 39.753
C -16.196 -25.104 36.042
C -17.475 -31.908 34.528
C -14.735 -32.687 40.524
C -17.574 -35.771 24.438
C -14.291 -32.350 31.219
C -8.577 -27.979 35.529
C -11.477 -35.323 33.186
C -9.232 -29.347 35.715
C -17.976 -25.637 30.160
C -9.144 -34.467 33.334
C -13.259 -35.401 41.080
C -11.537 -24.482 34.160
C -16.542 -34.842 25.161
C -8.293 -24.217 40.729
C -15.316 -35.168 29.659
C -9.463 -38.561 34.269
C -13.133 -27.576 39.210
C -13.784 -33.871 38.435
C -17.523 -37.168 30.123
C -11.708 -27.579 39.707
C -18.115 -31.668 33.165
C -19.213 -35.941 31.786
C -18.406 -30.192 32.938
C -9.847 -37.634 32.048
C -16.805 -27.238 34.789
C -18.310 -27.054 30.778
C -12.640 -34.066 40.727
C -15.504 -31.576 39.946
C -14.573 -32.574 29.752
C -15.330 -27.275 31.522
C -10.633 -28.019 38.707
C -15.829 -39.085 27.491
C -18.099 -26.508 27.628
C -14.199 -27.071 40.353
C -11.029 -32.149 39.214
C -18.820 -36.369 30.346
C -8.835 -25.451 39.896
C -9.815 -25.117 38.762
C -8.604 -27.003 36.819
C -12.694 -28.179 28.868
C -12.483 -31.828 39.509
C -16.305 -30.634 37.850
C -17.206 -26.571 33.433
C -17.138 -29.513 32.332
C -10.692 -25.039 35.310
C -9.363 -32.860 30.870
C -15.743 -33.682 29.443
C -14.812 -28.180 30.412
C -14.939 -40.064 26.764
C -17.351 -25.756 28.714
C -11.272 -26.115 36.296
C -18.162 -36.014 32.951
C -11.931 -25.559 33.116
C -15.745 -41.339 26.319
C -17.106 -26.351 36.113
C -9.830 -36.175 31.415
C -16.006 -35.398 26.433
C -13.251 -27.879 30.265
C -8.530 -30.376 36.542
C -17.094 -35.803 27.409
C -9.585 -33.186 34.100
C -15.186 -38.038 28.342
C -9.183 -23.855 41.929
C -10.658 -33.753 31.407
H -13.019 -31.528 38.608
H -17.567 -36.758 27.181
H -8.755 -32.397 31.647
H -15.257 -31.932 31.504
H -14.900 -38.441 29.314
H -14.553 -32.268 41.514
H -8.040 -23.417 40.033
H -17.172 -36.775 24.301
H -15.699 -34.669 24.493
H -17.005 -33.865 25.302
H -19.646 -36.969 29.964
H -16.969 -29.909 31.331
H -9.720 -25.406 34.982
H -15.347 -33.576 40.677
H -9.093 -39.526 33.923
H -16.759 -26.796 37.046
H -18.929 -25.109 30.135
H -9.105 -31.301 36.514
H -18.983 -35.497 29.714
H -9.748 -28.385 39.226
H -8.280 -34.194 32.727
H -14.377 -35.394 29.152
H -14.088 -40.395 27.358
H -16.341 -24.368 36.833
H -17.432 -32.120 32.445
H -7.322 -24.435 41.174
H -14.829 -30.725 40.038
H -9.091 -26.283 40.552
H -8.811 -35.845 31.216
H -11.339 -33.163 32.020
H -12.301 -35.329 32.473
H -18.255 -26.294 33.533
H -16.510 -39.721 28.057
H -16.549 -33.376 30.110
H -17.306 -25.044 30.783
H -14.247 -34.836 38.637
H -16.492 -25.774 33.221
H -12.810 -34.137 38.025
H -11.710 -34.455 33.803
H -17.939 -37.069 33.111
H -14.501 -39.435 25.989
H -7.604 -30.628 36.026
H -12.260 -25.023 32.226
H -10.081 -32.410 33.517
H -19.936 -36.680 32.131
H -10.401 -32.116 40.104
H -17.698 -34.926 27.642
H -15.118 -26.859 39.806
H -9.256 -38.223 31.347
H -8.960 -22.840 42.259
H -13.688 -32.910 29.211
H -11.092 -26.192 32.827
H -10.694 -33.016 38.645
H -18.175 -26.159 36.205
H -7.926 -27.385 37.582
H -7.948 -25.851 39.406
H -19.270 -26.937 31.280
H -13.029 -29.206 28.729
H -16.458 -26.358 28.883
H -13.388 -31.751 31.340
H -9.309 -24.567 42.745
H -9.756 -31.949 30.418
H -11.250 -34.268 30.651
H -10.261 -29.332 36.073
H -14.320 -27.694 41.239
H -14.348 -35.396 41.142
H -14.845 -29.207 30.775
H -10.181 -23.803 41.495
H -15.328 -34.644 26.832
H -12.340 -33.420 41.552
H -18.455 -27.861 30.060
H -17.097 -29.995 38.242
H -14.351 -33.382 37.643
H -9.045 -27.544 34.646
H -11.690 -34.271 40.233
H -12.970 -26.827 30.303
H -12.868 -35.832 42.001
H -17.030 -24.748 28.454
H -11.387 -26.918 35.569
H -15.274 -26.276 31.092
H -18.723 -35.711 33.836
H -19.172 -26.324 27.672
H -13.159 -26.999 38.285
H -7.571 -28.100 35.127
H -17.313 -35.348 32.801
H -13.089 -27.564 28.059
H -17.403 -32.891 34.993
H -16.653 -31.027 36.895
H -18.008 -31.280 35.241
H -10.930 -28.815 38.024
H -14.732 -27.345 32.431
H -18.109 -27.564 27.901
H -10.406 -36.096 30.492
H -10.724 -24.807 39.278
H -17.726 -26.308 26.623
H -13.123 -36.248 40.407
H -15.436 -29.993 37.703
H -12.235 -25.764 36.667
H -11.066 -23.801 33.451
H -14.032 -33.205 31.843
H -16.179 -29.809 32.757
H -8.069 -26.178 36.351
H -10.231 -33.518 34.913
H -12.596 -31.053 40.266
H -13.919 -26.093 40.745
H -11.553 -36.176 33.861
H -14.783 -31.621 29.266
H -10.387 -24.245 35.992
H -16.325 -38.648 26.625
H -10.491 -38.685 34.612
H -8.306 -30.140 37.582
H -11.380 -26.749 40.332
H -17.583 -38.256 30.145
H -16.109 -33.494 28.433
H -15.271 -28.013 29.438
H -16.964 -36.942 31.031
H -10.550 -31.282 38.757
H -8.740 -32.846 34.699
H -12.533 -28.381 30.914
H -12.741 -26.148 33.546
H -15.716 -27.284 34.769
H -16.620 -24.392 35.334
H -8.822 -38.087 35.012
H -15.320 -36.236 26.307
H -14.312 -37.602 27.859
H -10.880 -37.971 32.136
H -11.610 -28.287 28.840
H -17.883 -35.268 23.522
H -15.156 -25.290 35.773
H -9.455 -24.218 38.260
H -9.007 -35.313 34.007
H -15.263 -35.255 30.745
H -19.206 -30.099 32.204
H -8.692 -33.399 30.202
H -18.645 -29.596 33.820
H -9.219 -29.809 34.728
H -13.365 -28.630 39.063
H -19.008 -32.291 33.211
H -16.073 -41.876 27.209
H -12.445 -23.996 34.518
H -11.681 -28.361 40.467
H -16.343 -31.262 40.566
H -16.421 -41.088 25.502
H -16.423 -31.656 34.389
H -18.413 -35.854 25.129
H -17.287 -28.209 34.908
H -19.753 -34.994 31.749
H -15.049 -42.028 25.841
*
```

Computed properties:
Frontier orbital gap (spin up / spin down) ... 0.3409 / 0.0886 Ha
Lowest unoccupied orbital energy (spin up / spin down) ... -9.4 / -16.2 eV